(one)
The following is a quantum chemistry calculation of the ion C7H12N5 with charge +1, from the Open Molecules 2025 dataset.

## Properties
Net charge = +1
M = 166.21 g/mol
SMILES string = C=[NH+]C/C=C\n1nncc1CN
Kohn-Sham gap = 8.42 eV

Structure (XYZ):
```
24
Properties=species:S:1:pos:R:3:mulliken_charge:R:1
H -2.3093 -1.2046 -2.5559 0.3914
H -2.6097 -0.9079 -0.8219 0.4241
N 2.0129 -0.0288 1.7866 -0.4567
N -1.2448 0.3078 -1.7360 -0.0525
H -0.5492 0.4551 -2.4540 0.2891
C 2.2001 -1.0142 0.7917 -0.7666
C -1.9848 -0.7800 -1.6381 -0.3957
C -1.4544 0.7464 0.7405 -0.2574
H -1.5611 -0.6627 2.2026 0.3634
H 1.5982 -3.5475 -0.5968 0.6083
H 2.8261 0.5001 1.9721 0.2202
C -1.1538 -0.3873 1.1914 -0.5002
C 0.9640 -1.7453 0.4214 0.8807
H 3.0780 -1.6281 0.8663 0.4267
H 1.5965 -0.5123 2.6795 0.2361
N -0.4345 -3.1398 -0.5710 -0.5845
H -1.2034 2.2078 -0.6240 0.3664
H 2.4501 -0.3421 -0.1686 0.2362
N -0.3065 -1.3550 0.5956 0.5507
N -1.1738 -2.2459 -0.0963 -0.4133
C 0.8814 -2.9208 -0.3580 -0.7931
C -0.8171 1.1905 -0.5556 -0.4499
H 0.2568 1.0514 -0.4827 0.2544
H -2.2445 1.3392 1.1761 0.4224
```

(two)
The following is a quantum chemistry calculation of the ion C7H12N5 with charge +1, from the Open Molecules 2025 dataset.

## Properties
Net charge = +1
M = 166.21 g/mol
Kohn-Sham gap (spin up / spin down) = 7.41 / 7.41 eV

Structure (XYZ):
```
24
Properties=species:S:1:pos:R:3:mulliken_charge:R:1
H 0.9685 2.4245 0.4663 0.4084
H 0.1286 -1.6126 -5.0868 0.3729
C -0.1130 -1.2963 -4.0294 0.0054
H -0.9131 -1.4356 2.4994 0.3297
H 2.1147 1.1087 1.2440 0.2870
C 0.2342 0.4460 0.2610 0.9328
H 1.1680 -0.1884 3.1347 0.3967
C 0.6561 0.2747 -1.1285 -0.6288
N -1.1098 -1.0742 -1.9075 -0.7215
H -2.1801 -1.6254 -3.9261 0.2358
C -0.8286 -0.3065 2.1513 -0.6663
C 0.2900 0.3725 3.0485 -0.5141
H 1.6036 0.7922 -1.5337 0.3150
N 0.6647 -0.5802 -3.2737 -0.8325
H -1.3541 -2.8821 -2.9303 0.2939
H 1.2236 2.2074 3.0755 0.3520
N 0.0006 -0.4046 -2.0359 1.0124
H -0.3153 2.3074 2.4983 0.3685
N 0.5423 1.7734 2.4361 -0.1665
H -2.0037 -0.1754 2.1320 0.3382
C 1.0421 1.5294 1.0544 -0.6915
C -1.2718 -1.8175 -3.1889 -0.3709
N -0.5945 -0.3450 0.8161 -0.3884
H 0.0470 0.5076 4.2235 0.3317
```

Which structure is the most stable? The one labeled (one).

(one)
The following is a quantum chemistry calculation of a structure of composition C18H42N4O6Pt, from the Open Molecules 2025 dataset.

## Properties
Net charge = 0
2S+1 = 3
<S²> = 2.01
M = 605.63 g/mol
Kohn-Sham gap (spin up / spin down) = 7.77 / 6.29 eV

Structure (XYZ):
```
71
Properties=species:S:1:pos:R:3:mulliken_spin:R:1
C -0.8042 0.7787 1.8338 0.0286
H -1.0195 -2.1110 -3.6095 -0.0033
H -0.9641 6.3694 -0.6632 -0.0006
O -1.3461 0.4220 -0.5672 0.2868
H 3.6204 -2.1566 2.5703 0.0000
H 0.4292 0.3012 0.1985 0.0194
C -2.8450 2.3264 4.3099 0.0002
O -0.5313 -3.5652 -5.5677 -0.0001
H 3.1988 -3.6194 -1.1495 0.0000
C 1.9771 1.7896 -2.2530 0.0042
H -0.9079 -4.9156 -1.4976 0.0000
H -1.8768 0.8988 1.9883 -0.0056
C 1.9615 -3.8264 1.2455 0.0001
H 1.6034 -3.5379 2.2508 0.0000
C -0.5898 0.0081 0.5226 -0.0290
C -0.2218 -5.0753 -2.3272 -0.0002
O -1.6991 3.3928 -2.0827 0.3626
H 3.7955 -1.0273 1.1062 0.0001
C -1.7570 4.3106 -1.0495 0.0029
H 0.7897 -5.1335 -1.9173 0.0001
H -4.1085 1.8905 2.2333 -0.0003
H -1.6698 -1.7880 0.6797 0.0004
H 4.1667 -2.2230 -0.6509 0.0000
H -2.2468 2.8683 0.4240 0.0020
Pt -1.9443 1.3693 -2.3112 1.2910
H 1.6651 1.8535 -3.2994 0.0029
C -4.4182 1.0937 2.9286 0.0003
H 2.2536 -1.2075 1.9164 0.0003
C -1.7105 3.8206 0.3875 -0.0120
H -2.2739 4.5604 0.9545 -0.0001
N -3.8638 1.3203 4.1597 0.0002
O 1.6249 -4.7771 0.5777 0.0001
H 1.2114 1.1317 -1.8395 -0.0113
C -0.6102 -1.5011 0.6672 0.0044
H -0.3311 0.3246 2.7026 0.0014
H -1.8372 1.9422 4.4743 -0.0002
C 3.6930 -3.1434 -0.3080 0.0001
H 5.0034 0.5892 -3.1228 0.0000
O -5.2614 0.2420 2.7474 -0.0001
H -5.0472 -0.1651 5.0642 0.0000
H -0.4503 -6.0437 -2.7762 0.0000
C 3.9605 1.3904 -0.9573 0.0001
H -1.2745 -2.6110 -1.9328 0.0042
C -0.6296 -2.7315 -2.8033 -0.0006
H -0.3139 1.7320 1.6345 -0.0005
C -4.2720 0.5536 5.3060 0.0000
H -4.7215 1.2358 6.0369 0.0000
H 1.9411 2.7875 -1.8169 0.0030
H 4.1546 2.4096 -0.6301 0.0001
H -0.7021 3.6338 0.7532 0.0012
C -0.2742 -4.3310 -4.6584 0.0000
H 4.9054 0.8454 -1.0631 -0.0001
C 3.9889 0.9283 -3.4040 0.0001
H 0.3585 -2.4225 -2.4419 0.0010
H -1.0234 5.8776 -2.3605 0.0001
H 4.5556 -3.7603 -0.0283 0.0000
H 0.1853 5.2414 -1.2478 -0.0021
H -0.2545 -1.9193 1.6124 -0.0001
H -2.8384 3.0160 3.4647 -0.0004
O 3.5019 0.9225 -4.5081 0.0000
H -3.4556 0.0495 5.8263 0.0000
H 0.0991 -5.3608 -4.7937 0.0000
H 3.3777 0.7975 -0.2523 0.0001
C 3.1861 -1.7207 1.6705 0.0006
N -0.4880 -4.0661 -3.3484 -0.0014
N 3.3582 1.3460 -2.2802 -0.0013
H -2.7660 4.7385 -1.2126 0.0298
H -3.0893 3.0015 5.1376 0.0001
N 2.8310 -2.8767 0.8263 -0.0001
C -0.8699 5.5225 -1.3431 0.0241
H -0.0886 -2.0165 -0.1368 -0.0030
```

(two)
The following is a quantum chemistry calculation of a structure of composition C18H42N4O6Pt, from the Open Molecules 2025 dataset.

## Properties
Net charge = 0
2S+1 = 3
<S²> = 2.01
M = 605.63 g/mol
Kohn-Sham gap (spin up / spin down) = 6.69 / 5.60 eV

Structure (XYZ):
```
71
Properties=species:S:1:pos:R:3:mulliken_spin:R:1
C -2.9873 2.4466 -6.8005 0.0000
H -1.8166 -3.4135 -1.4442 0.0048
H -0.5007 0.3334 4.4475 0.0000
H -1.3889 -0.3712 -7.3413 0.0000
H -0.2339 -2.0737 -0.0299 -0.0003
H 1.3432 -3.8184 0.7435 -0.0047
H -1.2140 1.9513 4.3232 0.0000
H -7.2579 2.2284 -1.1245 0.0000
C -6.9409 2.0154 -2.1454 0.0000
H -3.7145 2.1458 -7.5546 0.0000
O -6.9343 -0.0806 -3.8653 0.0000
H 5.8761 -4.5178 3.7548 0.0000
H -0.4122 -3.5228 -2.6406 0.0015
H 4.8600 -5.9128 3.7257 0.0000
C -0.3357 1.3924 4.6460 0.0000
C 3.7183 4.1201 -2.2843 -0.0218
H 0.5037 1.9539 4.2359 0.0000
H 3.2978 4.8347 -2.9919 0.0968
H -3.5014 2.2675 -5.8562 0.0000
H -0.3631 -4.3530 0.6294 0.0039
O -1.3177 3.5369 6.1844 0.0000
C -0.7094 1.6796 -5.8481 -0.0002
H -5.3459 1.5643 -0.1844 0.0000
H -0.7846 2.6297 -5.2969 0.0000
O 0.2057 0.8340 -5.7199 -0.0002
H 3.6148 -3.4671 4.9926 0.0000
C 0.5208 -4.0517 0.0672 0.0479
H -4.1496 1.6168 -1.4586 0.0000
H -5.7132 -1.0991 -2.6856 0.0001
H 4.1569 6.1491 -1.2422 -0.0029
H 1.3777 0.7078 6.8859 0.0000
C -4.9471 1.0080 -1.0327 0.0000
H -2.4450 0.4445 -8.3638 0.0000
H 2.3722 3.8770 -0.4902 0.0024
C 4.5173 -5.9652 6.4595 0.0000
H -2.9166 3.5069 -7.0431 0.0000
H -4.6262 0.0477 -0.6291 0.0000
H 1.7459 3.0414 -1.8197 -0.0006
H 6.3085 -6.1222 4.5606 0.0000
C 0.2423 -2.7691 -0.7211 -0.0480
C 4.5922 5.2225 -1.6164 0.0254
C 2.3526 3.9145 -1.5793 0.0318
N -1.7663 1.6093 -6.6896 0.0000
H -0.1589 0.3488 7.6845 0.0000
N -0.2526 1.5678 6.0360 0.0000
H 1.6724 4.7616 -1.4909 -0.0014
C -0.8740 -3.0001 -1.8029 0.0803
C 5.5523 -5.3625 4.3629 0.0000
C 0.3332 0.4461 6.7168 0.0000
O 4.2130 2.9537 -2.9297 0.8692
H 3.9470 -5.5430 7.3013 0.0000
H -0.6156 2.5820 7.7644 0.0000
H -2.8856 0.0268 -6.5649 0.0000
C 4.4678 -3.6903 5.6335 0.0000
H 0.2676 -0.4749 6.1375 0.0000
H -6.4681 2.8332 -2.6892 0.0000
H -7.7931 1.6070 -2.6885 0.0000
Pt 3.6483 -0.8304 -3.9171 0.0029
H 0.9187 -4.8401 -0.5717 0.0004
C -2.1743 0.3840 -7.3096 0.0000
N 4.9261 -5.0592 5.5716 0.0000
H 4.0695 -3.4535 6.6201 0.0000
H 5.1464 4.7646 -0.7970 0.0005
C -6.1553 -0.1205 -2.9286 -0.0001
N -6.0456 0.8187 -2.0470 0.0000
C -0.8433 2.5454 6.6878 0.0000
O 1.3678 -2.1557 -1.2860 0.9157
H 5.3716 5.5440 -2.3072 0.0003
H 5.3304 -3.0403 5.4866 0.0000
O 4.7834 -7.1754 6.3203 0.0000
H -1.0322 -1.9789 -2.1497 -0.0036
```

Which structure is the most stable? The one labeled (one).